Below is a cluster of 6 separate species, C19H40NO7 in total, with properties calculated with wB97M-V/def2-TZVPD.

```
67
C19H40NO7 (wB97M-V/def2-TZVPD)
O 1.9965 8.0723 -0.8834
N 1.8420 6.7801 -0.3668
C 2.9032 5.8293 -0.8292
C 2.6001 4.4642 -0.2322
O 1.2971 4.0414 -0.5468
C 0.3153 4.9391 -0.0876
C 0.4884 6.2776 -0.7710
H 2.7062 8.5100 -0.3781
H 1.8554 6.8130 0.6589
H 2.8581 5.8363 -1.9147
H 3.8599 6.2287 -0.4984
H 2.7497 4.4635 0.8549
H 3.2878 3.7411 -0.6614
H -0.6574 4.5080 -0.3039
H 0.3946 5.0451 1.0045
H 0.5478 6.1407 -1.8477
H -0.2422 7.0435 -0.5326
C 0.2143 0.9450 -0.4605
C -1.1288 0.3059 -0.7287
O -1.8347 0.6836 -1.6383
C -1.5167 -0.8376 0.1660
H 0.4008 1.7297 -1.1896
H 0.2454 1.3446 0.5560
H 0.9979 0.1879 -0.5326
H -1.5635 -0.5025 1.2045
H -0.7455 -1.6116 0.1216
H -2.4822 -1.2417 -0.1231
C -5.7806 1.0486 -0.1709
C -5.7530 -0.2266 0.6392
O -4.7787 -0.9411 0.6506
C -6.9995 -0.5607 1.4198
H -4.8357 1.1718 -0.6947
H -6.6022 1.0163 -0.8892
H -5.9720 1.9022 0.4828
H -7.8527 -0.6399 0.7434
H -7.2303 0.2444 2.1203
H -6.8649 -1.4947 1.9581
C -1.0500 -3.3956 2.5103
C 0.2536 -2.8101 2.9886
O 0.3785 -1.6305 3.2271
C 1.4045 -3.7756 3.1338
H -1.8044 -2.6142 2.4698
H -0.9145 -3.8365 1.5192
H -1.3816 -4.1987 3.1707
H 1.5865 -4.2658 2.1766
H 1.1452 -4.5627 3.8447
H 2.2974 -3.2525 3.4666
C 1.2831 -3.0323 -2.8818
C 1.2462 -1.5358 -3.0185
O 2.1400 -0.8367 -2.5893
C 0.0291 -0.9327 -3.6711
H 2.2281 -3.3462 -2.4496
H 0.4704 -3.3609 -2.2310
H 1.1367 -3.5195 -3.8476
H -0.8839 -1.2423 -3.1609
H -0.0617 -1.2590 -4.7089
H 0.1037 0.1508 -3.6333
C 2.8716 -5.8267 1.4638
C 2.5620 -4.6356 0.5915
O 1.4249 -4.3314 0.3089
C 3.7484 -3.8495 0.0849
H 1.9514 -6.3179 1.7681
H 3.5083 -6.5292 0.9230
H 3.4365 -5.5102 2.3437
H 4.3940 -4.4970 -0.5121
H 4.3558 -3.5025 0.9232
H 3.4205 -3.0005 -0.5097
```

Summary:
Total charge = +1
Highest occupied orbital energy = -0.3977 hartree
E_LUMO = -3.363 eV
Energy relative to the best compared isomer or geometry (same formula, charge and spin) = 0.0 kcal/mol